# 1
{"formula": "C3Cl2F4", "method": "ωB97M-V/def2-TZVPD", "homo_lumo_gap_ev": 9.046, "e_lumo_ev": -0.4, "e_homo_ha": -0.34676, "elements": ["C", "C", "C", "F", "F", "F", "F", "Cl", "Cl"], "xyz": [[-1.3389, -0.3505, 1.0713], [1.7483, 1.2096, -0.5625], [-2.3357, -0.3339, -0.0175], [1.8422, 0.3713, -1.5211], [3.0260, 1.4263, -0.2481], [-3.3578, -1.2484, 0.1051], [-2.7461, 0.6724, -0.7072], [-0.7028, 1.2228, 1.3718], [-0.9288, -1.1282, -0.8057]], "forces_ev_per_angstrom": [[-0.79, 0.66, 1.31], [1.46, 0.60, 0.44], [-0.49, -2.23, 0.86], [-0.30, -0.68, -0.77], [-0.86, 0.11, 0.13], [1.07, 1.26, -0.15], [-0.67, 1.11, -0.30], [-0.22, -0.28, -0.23], [0.81, -0.55, -1.27]]}


# 2
{"formula": "C13H17IIrN2", "method": "ωB97M-V/def2-TZVPD", "s2": 8.79, "homo_lumo_gap_ev": [5.790, 6.029], "spin_multiplicity": 6, "e_lumo_ev": [-7.0, -11.0], "e_homo_ha": [-0.46912, -0.62495], "total_charge": 2, "elements": ["C", "C", "H", "H", "H", "H", "H", "H", "C", "C", "C", "C", "H", "H", "H", "H", "N", "C", "C", "N", "C", "C", "C", "H", "H", "C", "H", "H", "Ir", "I", "C", "H", "H", "H"], "xyz": [[1.1862, -2.3348, -0.0024], [-2.4880, -1.8934, 0.4780], [1.1757, -2.2279, -1.0982], [1.1686, -3.4072, 0.2252], [2.1358, -1.9448, 0.3862], [-3.2144, -1.2076, 0.9347], [-2.7349, -2.0423, -0.5830], [-2.5902, -2.8736, 0.9669], [1.9133, 0.0350, 1.8803], [2.8867, 1.0175, 2.0450], [2.9276, 2.0899, 1.1476], [2.0056, 2.1277, 0.1093], [1.8376, -0.8083, 2.5675], [3.5894, 0.9146, 2.8680], [3.6701, 2.8775, 1.2633], [2.0005, 2.9082, -0.6464], [1.0540, 0.0659, 0.8537], [1.0562, 1.0969, -0.0175], [0.0650, 1.0177, -1.0841], [-0.6700, -0.1300, -1.1258], [-1.4932, -0.3879, -2.1571], [-1.0851, 1.8034, -3.0623], [-1.7723, 0.5871, -3.1099], [-1.9476, -1.3773, -2.1890], [-2.5232, 0.3785, -3.8686], [-0.1315, 1.9978, -2.0686], [0.4925, 2.8867, -2.0081], [-1.2733, 2.5808, -3.7991], [-0.5533, -1.4314, 0.5442], [-0.2663, -2.9291, 2.5585], [-1.4716, -0.0551, 1.8290], [-0.7541, 0.6213, 2.3144], [-2.0582, -0.5297, 2.6226], [-2.1374, 0.5738, 1.2257]], "forces_ev_per_angstrom": [[1.69, -2.53, -0.95], [-2.32, -1.65, -0.60], [-0.08, 0.03, 0.11], [0.20, 0.02, -0.42], [-0.59, -0.08, -0.03], [0.31, -0.30, -0.31], [-0.10, 0.07, 0.34], [-0.32, 0.30, -0.22], [-0.48, 0.04, -0.79], [0.12, -0.13, 0.36], [-0.38, 0.37, -0.73], [1.11, 0.87, 0.45], [0.06, 0.27, -0.19], [-0.12, 0.16, -0.17], [-0.17, -0.20, -0.09], [0.23, 0.01, 0.37], [0.03, -0.82, 1.80], [-2.57, -0.05, -3.14], [3.33, 0.22, 3.61], [-1.99, -3.24, -0.27], [0.73, 0.24, 1.19], [1.28, 1.18, 0.73], [-0.61, -0.33, -0.73], [0.05, 0.37, -0.09], [0.24, 0.06, 0.09], [-0.94, 1.33, -2.18], [-0.41, -0.05, -0.29], [0.06, -0.20, 0.15], [2.02, 3.99, 0.42], [0.09, -0.53, 0.66], [-0.51, 1.10, 1.52], [0.00, -0.50, -0.24], [-0.02, 0.23, -0.29], [0.07, -0.27, -0.09]]}


# 3
{"formula": "C35H44ClN2O5PPdSi4", "method": "ωB97M-V/def2-TZVPD", "s2": 6.03, "homo_lumo_gap_ev": [5.597, 6.102], "spin_multiplicity": 5, "e_lumo_ev": [0.2, -2.4], "e_homo_ha": [-0.19704, -0.31240], "elements": ["Pd", "O", "C", "O", "C", "C", "C", "N", "C", "C", "C", "O", "O", "H", "H", "H", "Cl", "C", "C", "C", "C", "C", "C", "P", "C", "C", "C", "C", "C", "C", "C", "C", "C", "C", "C", "C", "H", "H", "H", "H", "H", "H", "H", "H", "H", "H", "H", "H", "H", "H", "C", "Si", "C", "C", "Si", "Si", "C", "C", "C", "Si", "C", "C", "C", "H", "H", "H", "H", "H", "H", "H", "H", "H", "H", "H", "H", "H", "H", "H", "H", "H", "H", "H", "H", "H", "H", "H", "H", "H", "H", "H", "O", "C", "N"], "xyz": [[0.5483, -0.1972, 0.0185], [-2.7255, 0.3188, -6.1719], [-3.3190, 0.5411, -5.1507], [-4.4874, 0.8044, -4.7790], [-2.5597, 0.1992, -3.7780], [-1.6215, -0.8723, -3.8407], [-0.8786, -1.0673, -2.7083], [-0.9834, -0.3517, -1.5749], [-1.9190, 0.6684, -1.5393], [-2.7390, 0.9448, -2.6636], [-2.0875, 1.4362, -0.3577], [-2.9436, 2.2744, -0.1112], [-1.1565, 1.1248, 0.6496], [-1.4793, -1.4642, -4.7300], [-0.1430, -1.8658, -2.6986], [-3.4594, 1.7460, -2.6010], [1.9208, 0.9381, -2.4623], [2.7008, -0.5060, -3.0222], [3.2767, -0.4366, -4.2845], [4.0126, -1.5032, -4.7641], [4.2082, -2.6269, -3.9734], [3.6195, -2.6871, -2.7229], [2.8135, -1.6530, -2.2335], [1.9994, -1.8516, -0.6039], [3.4349, -2.2537, 0.4432], [4.3670, -1.2395, 0.6761], [5.4633, -1.4730, 1.4906], [5.6368, -2.7189, 2.0862], [4.7148, -3.7281, 1.8580], [3.6132, -3.4973, 1.0383], [1.0233, -3.3931, -0.6725], [0.1227, -3.5744, 0.3796], [-0.6767, -4.7047, 0.4442], [-0.6035, -5.6627, -0.5580], [0.2701, -5.4829, -1.6197], [1.0825, -4.3568, -1.6763], [3.1534, 0.4634, -4.8709], [4.4562, -1.4439, -5.7498], [4.8182, -3.4474, -4.3274], [3.8041, -3.5489, -2.0922], [4.2344, -0.2646, 0.2174], [6.1810, -0.6815, 1.6660], [6.4917, -2.8992, 2.7259], [4.8482, -4.6998, 2.3166], [2.8932, -4.2888, 0.8677], [0.0357, -2.8130, 1.1459], [-1.3710, -4.8238, 1.2664], [-1.2392, -6.5383, -0.5207], [0.3180, -6.2164, -2.4143], [1.7363, -4.2278, -2.5261], [3.3873, -0.1885, 4.6176], [1.6765, -0.6154, 4.0863], [1.4181, -2.4355, 4.0085], [0.4350, 0.1817, 5.1873], [-1.7502, 1.3669, 2.2831], [-1.4924, 3.5800, 2.9892], [-1.9576, 3.6623, 4.7995], [-2.4999, 4.7999, 2.0193], [0.3193, 3.9820, 2.8121], [-3.6167, -0.0041, 2.5326], [-4.0731, 0.0359, 4.3464], [-5.1005, 0.4105, 1.4971], [-2.9967, -1.7074, 2.0768], [3.5892, -0.6383, 5.5943], [3.5118, 0.8935, 4.7103], [4.1297, -0.5618, 3.9075], [1.6943, -2.8996, 4.9593], [2.0373, -2.8766, 3.2209], [0.3718, -2.6792, 3.8045], [0.4876, -0.2568, 6.1887], [-0.5800, 0.0505, 4.8030], [0.6274, 1.2552, 5.2754], [-2.9165, 3.1776, 5.0028], [-2.0416, 4.7080, 5.1117], [-1.2005, 3.1814, 5.4252], [-3.5306, 4.4589, 1.9047], [-2.0920, 4.9223, 1.0143], [-2.4972, 5.7688, 2.5281], [0.9366, 3.2752, 3.3744], [0.5263, 4.9891, 3.1882], [0.6356, 3.9408, 1.7659], [-4.3212, 1.0528, 4.6645], [-3.2518, -0.3212, 4.9743], [-4.9473, -0.5938, 4.5409], [-5.2618, 1.4886, 1.4431], [-5.9876, -0.0612, 1.9300], [-4.9720, 0.0513, 0.4740], [-2.2256, -2.0407, 2.7787], [-2.5603, -1.6940, 1.0722], [-3.8114, -2.4388, 2.0817], [2.4416, 1.6156, 0.9898], [1.9246, 0.7761, 1.6378], [1.4847, -0.0090, 2.4454]], "forces_ev_per_angstrom": [[-0.98, -0.61, -0.12], [-0.19, 0.47, -0.36], [0.65, -1.18, 0.49], [-0.18, 0.36, -0.11], [-0.50, 0.34, -0.36], [-0.08, 0.10, 0.17], [0.10, -0.05, 0.13], [0.20, 0.03, -0.22], [-0.04, 0.04, 0.06], [0.16, -0.15, 0.12], [0.28, -0.28, 0.08], [-0.08, 0.17, 0.09], [-0.08, 0.15, 0.34], [-0.03, 0.01, 0.00], [0.03, 0.03, 0.03], [-0.01, 0.01, 0.00], [0.00, 0.07, -0.09], [-0.03, 0.04, 0.06], [0.03, -0.05, 0.00], [0.03, 0.01, -0.08], [-0.03, -0.01, 0.07], [0.07, -0.01, 0.01], [0.02, -0.05, -0.02], [0.06, 0.14, -0.21], [-0.05, -0.03, 0.08], [0.03, -0.01, 0.01], [-0.04, -0.03, -0.02], [-0.01, 0.02, -0.02], [-0.05, 0.02, -0.04], [0.08, -0.03, 0.04], [0.04, -0.07, -0.08], [0.00, -0.04, 0.02], [0.03, 0.02, -0.02], [0.00, 0.00, 0.00], [0.01, 0.04, 0.02], [-0.06, 0.00, 0.00], [-0.01, -0.01, 0.02], [0.00, 0.00, 0.02], [0.00, 0.01, 0.02], [-0.03, -0.01, -0.01], [-0.01, -0.01, 0.01], [0.00, -0.01, -0.01], [-0.01, 0.00, -0.01], [-0.01, 0.01, -0.01], [0.01, 0.00, 0.01], [0.01, 0.05, 0.02], [0.01, 0.01, -0.01], [0.01, 0.01, 0.00], [0.00, 0.01, 0.00], [0.01, 0.00, -0.01], [0.35, 0.07, 0.09], [-0.05, -0.01, -0.24], [-0.02, -0.36, -0.11], [-0.22, 0.23, 0.15], [0.05, 0.09, -0.48], [0.06, -0.23, -0.01], [-0.09, -0.06, 0.21], [-0.20, 0.10, -0.18], [0.27, 0.08, -0.05], [0.22, -0.02, 0.17], [-0.07, 0.05, 0.21], [-0.18, 0.17, -0.17], [0.05, -0.24, -0.10], [0.05, 0.05, -0.03], [0.03, -0.04, 0.00], [-0.02, 0.00, 0.05], [-0.03, -0.01, -0.04], [-0.06, -0.01, 0.08], [0.04, -0.01, -0.01], [0.00, 0.03, -0.04], [0.03, 0.01, 0.04], [-0.06, -0.05, 0.01], [0.04, 0.05, 0.00], [0.02, -0.06, 0.01], [-0.06, 0.01, -0.02], [0.02, 0.06, 0.02], [-0.03, 0.01, 0.02], [-0.01, 0.00, -0.06], [0.00, 0.05, -0.01], [0.03, -0.04, -0.03], [0.00, 0.00, 0.06], [-0.01, -0.06, 0.02], [-0.05, 0.03, -0.01], [0.06, 0.03, -0.01], [-0.04, -0.05, 0.01], [-0.01, 0.00, -0.07], [-0.01, 0.03, 0.01], [-0.02, -0.01, -0.04], [-0.01, -0.03, 0.03], [0.05, 0.01, 0.00], [-0.13, -0.18, 0.09], [0.75, 0.62, 0.73], [-0.13, 0.19, -0.46]]}


# 4
{"formula": "C4H8NO2", "method": "ωB97M-V/def2-TZVPD", "homo_lumo_gap_ev": 7.304, "e_lumo_ev": 3.4, "e_homo_ha": -0.14332, "total_charge": -1, "elements": ["C", "N", "C", "C", "C", "O", "O", "H", "H", "H", "H", "H", "H", "H", "H"], "xyz": [[-0.7874, 0.2795, 0.6967], [-3.0512, -0.7249, 0.5375], [-1.6338, -0.6118, -1.4438], [-1.9360, -0.4071, -0.0239], [4.1853, 0.6426, 0.3032], [2.9805, 0.3305, 0.4130], [4.9572, 1.2579, 1.0714], [-1.0731, 0.5914, 1.6885], [0.0753, -0.3627, 0.8096], [-0.4090, 1.1590, 0.1815], [4.6975, 0.3497, -0.6741], [-2.1684, 0.4033, -1.1903], [-2.3286, -1.1999, -2.0272], [-0.5981, -0.4362, -1.7144], [-2.9103, -1.2714, 1.3723]], "forces_ev_per_angstrom": [[0.15, -0.28, 0.43], [-0.22, -1.35, -1.55], [-1.43, 2.23, 0.80], [1.49, -1.81, 2.24], [0.56, 0.26, -0.30], [0.03, 0.01, 0.08], [-0.43, -0.16, 0.10], [-0.32, 0.08, 0.29], [0.33, -0.30, -0.16], [-0.08, 0.02, -0.27], [-0.31, -0.12, 0.10], [0.37, 0.35, -2.70], [0.22, -0.18, 0.06], [-0.29, 0.05, -0.20], [-0.08, 1.21, 1.09]]}


no.,DFT total energy (eV),maximum force (hartree/bohr)
1,-39019.7190,0.0474
2,-27652.9319,0.0957
3,-107030.0440,0.0278
4,-9861.5092,0.0631